Record 1
ORCA calculation (ωB97M-V/def2-TZVPD) on 2 unconnected molecules or ions with the total composition C7H10ClNSi at a distorted geometry.

Geometry as XYZ:
```
20
Properties=species:S:1:pos:R:3:nbo_charge:R:1
C -2.5577 1.5387 0.1584 -0.2661
C -2.4570 0.3956 0.9513 -0.1951
C -1.4999 1.9662 -0.6641 -0.1805
C -1.3680 -0.3660 0.8638 -0.2785
C -0.4093 1.0791 -0.8192 -0.2692
C -0.3324 -0.0707 -0.0800 0.1624
C 0.9178 -2.1920 0.2403 -0.4020
N 0.8114 -0.8379 -0.1700 -0.6496
Si 3.0040 0.1719 -0.6650 1.1562
Cl 4.2194 -0.2322 0.8033 -0.3295
H -3.4341 2.1244 0.1982 0.2016
H -3.1158 -0.0039 1.7268 0.2129
H -1.5831 2.8552 -1.1760 0.2042
H -1.3807 -1.2335 1.4279 0.2010
H 0.4661 1.3968 -1.3754 0.1898
H 1.0134 -2.2365 1.3578 0.1540
H -0.0202 -2.6705 -0.0195 0.1929
H 1.7837 -2.5479 -0.1457 0.1871
H 2.3548 1.5039 -0.8571 -0.1358
H 3.5876 -0.6407 -1.7560 -0.1557
```

Values from the calculation:
**Total charge**: 0
**HOMO-LUMO gap**: 6.80 eV
**Highest occupied orbital energy**: -6.9 eV
**E**: -29309.47179 eV
**Spin multiplicity**: 1
**Energy relative to the best compared isomer or geometry (same formula, charge and spin)**: 3.861 eV
**M**: 171.70 g/mol

---

Record 2
ORCA calculation (ωB97M-V/def2-TZVPD) on a molecular structure, C7H10F4KN2O14S4 at a distorted geometry.

Geometry as XYZ:
```
42
Properties=species:S:1:pos:R:3:nbo_charge:R:1
K -0.6779 -0.6617 -0.8102 0.9742
N 0.7572 -5.1138 -0.8049 -1.1175
S -0.7334 -4.8510 -0.3120 2.4718
O -1.4282 -3.7565 -0.9073 -0.9607
O -0.9328 -5.0753 1.0828 -0.9416
F -1.4283 -6.1109 -0.9792 -0.5025
S 1.5478 -3.9929 0.0897 2.4674
O 2.1338 -4.4824 1.2837 -0.9114
O 1.0428 -2.6537 0.0567 -0.9830
F 2.7965 -3.8633 -0.8923 -0.5122
N -0.9240 4.1984 -3.0157 -1.1698
S -2.2210 4.8951 -2.4282 2.4888
O -2.9097 4.1416 -1.4357 -0.9443
O -3.0011 5.6283 -3.3605 -0.9360
F -1.4783 6.0592 -1.6207 -0.5154
S -1.3867 2.6968 -3.4009 2.4934
O -2.3931 2.5927 -4.3980 -0.9178
O -1.3552 1.7403 -2.3432 -0.9800
F -0.0522 2.3837 -4.2096 -0.5119
C 3.1900 0.1194 -3.8660 -0.0980
C 3.7923 -1.1759 -3.2838 -0.0995
O 2.6734 -2.0656 -3.2222 -0.4749
C 1.5300 -1.3775 -3.4062 0.9729
O 0.4494 -1.8262 -3.1955 -0.5981
O 1.7841 -0.1300 -3.8336 -0.4765
H 3.5295 0.3053 -4.8802 0.1932
H 3.3649 0.9502 -3.1879 0.1997
H 4.2067 -1.0703 -2.2819 0.1923
H 4.5348 -1.6586 -3.9158 0.1927
C -2.3741 2.0081 5.6267 -0.6249
C -1.0429 1.6150 5.0692 0.0634
C -0.6136 0.1722 5.3844 -0.0898
O -0.2956 -0.3608 4.1075 -0.4753
C -0.6629 0.4832 3.1264 0.9905
O -0.5504 0.2577 1.9689 -0.6076
O -1.1535 1.6332 3.6419 -0.4817
H -2.4306 1.9181 6.7125 0.2147
H -3.1176 1.3196 5.2190 0.2184
H -2.6216 3.0271 5.3395 0.2315
H -0.2939 2.3456 5.3814 0.1835
H -1.4682 -0.3534 5.8185 0.1821
H 0.2137 0.0889 6.0827 0.2002
```

Values from the calculation:
**Total charge**: -1
**HOMO-LUMO gap**: 8.78 eV
**Highest occupied orbital energy**: -6.9 eV
**E**: -109606.20647 eV
**Spin multiplicity**: 1
**Energy relative to the best compared isomer or geometry (same formula, charge and spin)**: 0.000 eV
**M**: 589.52 g/mol

---

Record 3
ORCA calculation (ωB97M-V/def2-TZVPD) on a molecular structure, C7H10F9NaO11S3.

Geometry as XYZ:
```
41
Properties=species:S:1:pos:R:3:nbo_charge:R:1
Na -0.9927 -0.2649 0.4153 0.9323
C -5.1537 -1.8685 2.0770 0.6635
F -5.4976 -1.4686 0.8233 -0.3474
F -6.2565 -1.7586 2.8407 -0.3409
F -4.8483 -3.1805 2.0008 -0.3427
S -3.7431 -0.8469 2.7094 2.3790
O -3.5569 -1.3682 4.0389 -0.9752
O -2.7349 -1.2140 1.7294 -1.0501
O -4.2533 0.4920 2.6214 -0.9676
C 2.3237 -0.9692 3.5046 0.6641
F 1.8057 -2.1288 3.0530 -0.3386
F 2.8516 -1.2242 4.7282 -0.3438
F 3.3613 -0.6532 2.6950 -0.3472
S 1.0455 0.3756 3.5755 2.3738
O 0.3752 0.1653 2.3010 -1.0439
O 0.3094 0.0305 4.7591 -0.9641
O 1.8514 1.5714 3.6596 -0.9792
C -1.0931 3.8277 -1.8963 0.6657
F -0.5344 3.0187 -2.8241 -0.3491
F -0.4076 4.9876 -1.9722 -0.3454
F -2.3435 4.0990 -2.2904 -0.3347
S -1.0013 3.1075 -0.1831 2.3711
O 0.3789 3.2963 0.1546 -0.9629
O -1.9686 3.8799 0.5500 -0.9630
O -1.4193 1.7418 -0.4959 -1.0611
C 2.1441 -0.8579 -0.1060 -0.2707
O 0.8727 -1.1913 -0.6644 -0.5728
C 0.9568 -1.7680 -1.9541 -0.0769
C 1.3443 -0.7715 -3.0425 -0.1088
O 2.7333 -0.7812 -3.2647 -0.5438
C 3.0861 -0.1982 -4.4981 -0.2435
H 2.6057 -1.7662 0.3002 0.1656
H 1.9733 -0.1650 0.7089 0.2440
H 2.7864 -0.4468 -0.8841 0.1754
H -0.0651 -2.0990 -2.1608 0.1863
H 1.6363 -2.6272 -1.9151 0.1748
H 0.9994 0.2116 -2.6974 0.2084
H 0.8309 -1.0575 -3.9671 0.1576
H 4.1571 -0.3641 -4.6154 0.1828
H 2.9121 0.8844 -4.4896 0.1730
H 2.5289 -0.6502 -5.3246 0.1557
```

Values from the calculation:
**Total charge**: -2
**HOMO-LUMO gap**: 7.74 eV
**Highest occupied orbital energy**: -4.1 eV
**E**: -91328.22051 eV
**Spin multiplicity**: 1
**Energy relative to the best compared isomer or geometry (same formula, charge and spin)**: 0.000 eV
**M**: 560.32 g/mol

---

Record 4
ORCA calculation (ωB97M-V/def2-TZVPD) on a single C7H10IN3 molecule at a distorted geometry.

Geometry as XYZ:
```
21
Properties=species:S:1:pos:R:3:nbo_charge:R:1
C -1.7726 -0.4302 1.3307 0.1647
C -0.7870 -1.8047 -0.1116 0.0271
C -0.1371 -0.6790 0.0300 0.3426
C 0.6870 2.3021 0.2031 -0.4202
C 0.0449 1.3586 1.2953 -0.2180
C 1.1036 1.4209 -1.0592 -0.2603
C -0.7104 -2.8985 -1.1454 -0.6306
N -1.8201 -1.6933 0.8494 -0.4449
N -0.6714 0.1590 0.9284 -0.4152
N 1.5517 0.0327 -1.0156 -0.5905
I 3.1869 -0.3730 0.1310 0.2686
H -2.5571 -0.1043 2.1181 0.2170
H -0.0165 2.9201 -0.2587 0.2159
H 1.6018 2.7705 0.5932 0.2253
H 0.8991 1.0334 1.9670 0.2108
H -0.5667 1.9620 1.9301 0.2177
H 0.1670 1.3341 -1.7463 0.2074
H 1.8377 2.0709 -1.5491 0.2033
H -1.2685 -2.6467 -2.0171 0.2209
H 0.2476 -2.8487 -1.5526 0.2263
H -1.0201 -3.8859 -0.9204 0.2321
```

Values from the calculation:
**Total charge**: 0
**HOMO-LUMO gap**: 8.53 eV
**Highest occupied orbital energy**: -8.8 eV
**E**: -19987.43357 eV
**Spin multiplicity**: 1
**Energy relative to the best compared isomer or geometry (same formula, charge and spin)**: 0.707 eV
**M**: 263.08 g/mol